## i
This record from the Open Molecules 2025 dataset describes a single C6H10N4 molecule. The level of theory is ωB97M-V/def2-TZVPD.

Its net charge is 0. Its HOMO-LUMO gap is 10.5982 eV. The calculation puts the LUMO energy at 0.7 eV. As for the spin multiplicity: 1. Its SMILES is C[C@@H]1Cc2nnnn2[C@H]1C.

Each line ends with the natural charge from an NBO analysis.
Cartesian coordinates (Å):
C1 0.2368 1.8211 0.4838  0.264
C2 0.5947 1.3279 -0.8697  -0.449
C3 -0.0163 -0.0851 -0.9656  -0.217
C4 -0.0109 -0.7906 0.4636  0.057
C5 0.9022 -1.1439 -1.8372  -0.601
C6 -1.1434 -1.5681 1.0039  -0.691
N1 0.0624 2.9031 1.2274  -0.302
N2 -0.4552 2.4692 2.3917  -0.089
N3 -0.5929 1.2058 2.3988  -0.092
N4 -0.1277 0.8165 1.2813  -0.182
H1 0.2134 2.0471 -1.6840  0.252
H2 1.7244 1.2445 -0.9308  0.232
H3 -1.0849 -0.0968 -1.3324  0.224
H4 0.9810 -1.1016 0.9102  0.221
H5 1.9590 -1.1313 -1.7214  0.215
H6 0.7218 -0.7382 -2.8110  0.216
H7 0.4681 -2.0634 -1.5990  0.207
H8 -2.0175 -0.9239 0.6989  0.229
H9 -1.1677 -1.5029 2.1953  0.263
H10 -1.2472 -2.6894 0.6960  0.246


## ii
This record from the Open Molecules 2025 dataset describes a single C6H10N4 molecule. The level of theory is ωB97M-V/def2-TZVPD.

Its net charge is 0. Its HOMO-LUMO gap (spin up / spin down) is 5.5045 / 7.5273 eV. The calculation puts the LUMO energy (spin up / spin down) at -0.1 / 0.4 eV. As for the spin multiplicity: 1.

Each line ends with the natural charge from an NBO analysis.
Cartesian coordinates (Å):
C1 -2.3661 0.1511 -0.0631  -0.295
C2 -1.5323 1.2819 0.0509  -0.207
C3 -1.8267 -1.0893 -0.0044  0.011
C4 -0.1328 1.1353 -0.0662  -0.022
C5 0.3330 -0.1387 -0.1741  0.296
C6 0.8166 2.3251 0.0790  -0.602
N1 3.4025 -0.3845 -0.0099  -0.568
N2 -0.5072 -1.2698 -0.1571  -0.236
N3 1.7809 -0.5719 -0.1128  -0.452
N4 0.0561 -2.5618 0.1532  -0.651
H1 -3.4813 0.3807 0.0113  0.232
H2 -1.8957 2.1814 0.2709  0.203
H3 -2.4925 -2.0458 0.1407  0.219
H4 1.0478 2.5451 -0.8923  0.219
H5 1.6607 2.1402 0.5634  0.230
H6 0.3768 3.1327 0.4638  0.210
H7 -0.5200 -2.9771 0.8378  0.372
H8 1.6203 -1.5045 0.2055  0.378
H9 0.1904 -3.1365 -0.7083  0.384
H10 3.4694 0.4063 -0.5882  0.278


Which one sits at the top of the stability order? i does.


## i
This record from the Open Molecules 2025 dataset describes a single C3H2N2OS2 molecule. The level of theory is ωB97M-V/def2-TZVPD.

Its net charge is 0. Its HOMO-LUMO gap is 8.0058 eV. The calculation puts the LUMO energy at -1.4 eV. As for the spin multiplicity: 1. Its SMILES is S=Cc1noc(S)n1.

Each line ends with the natural charge from an NBO analysis.
Cartesian coordinates (Å):
C1 -1.4367 -0.0420 0.0628  0.413
C2 0.6971 0.1090 0.0381  0.227
C3 1.9779 -0.6590 0.3535  -0.310
H1 -3.0807 -1.6061 -0.0879  0.149
H2 1.8531 -1.8211 0.8413  0.271
N1 -0.4263 -0.8239 0.0082  -0.528
N2 0.2976 1.2971 0.1762  -0.096
O1 -1.1163 1.2173 0.0433  -0.308
S1 -3.2343 -0.3002 -0.1130  0.059
S2 3.4612 -0.0793 -0.2067  0.123


## ii
This record from the Open Molecules 2025 dataset describes a single C3H2N2OS2 molecule. The level of theory is ωB97M-V/def2-TZVPD.

Its net charge is 0. Its HOMO-LUMO gap is 8.1020 eV. The calculation puts the LUMO energy at -1.4 eV. As for the spin multiplicity: 1. Its SMILES is O=C1SN=C/C1=N/S.

Each line ends with the natural charge from an NBO analysis.
Cartesian coordinates (Å):
C1 -0.3478 0.1213 0.1212  0.012
C2 -0.7776 -0.7463 1.2269  0.060
C3 1.0034 -0.3402 -0.3430  0.307
H1 0.5182 1.6463 -1.9148  0.145
H2 -1.7321 -0.6031 1.7379  0.214
N1 -1.0877 1.0694 -0.3144  -0.460
N2 0.0156 -1.6847 1.6000  -0.508
O1 1.6720 0.1406 -1.2387  -0.542
S1 -0.7176 2.1026 -1.5503  0.311
S2 1.4535 -1.7059 0.6751  0.460


Which one sits at the top of the stability order? ii does.


## i
This record from the Open Molecules 2025 dataset describes a single C21H23N3O4 molecule. The level of theory is ωB97M-V/def2-TZVPD.

Its net charge is 0. Its HOMO-LUMO gap is 8.6687 eV. The calculation puts the LUMO energy at 0.4 eV. As for the spin multiplicity: 1. Its SMILES is CCC1=NNC(=O)[C@@H](CC(=O)Nc2ccccc2)c2cc(OC)c(OC)cc21.

Each line ends with the natural charge from an NBO analysis.
Cartesian coordinates (Å):
C1 -2.4522 -3.0665 -3.2513  -0.595
H1 -3.4383 -2.9303 -3.6884  0.207
H2 -1.8187 -3.5901 -3.9595  0.223
H3 -2.5472 -3.6822 -2.3610  0.207
C2 -1.8437 -1.7142 -2.9030  -0.437
C3 -0.4688 -1.8252 -2.2932  0.230
N1 0.1572 -2.9159 -2.5398  -0.261
N2 1.4207 -3.1790 -2.1182  -0.449
C4 2.0246 -2.9279 -0.9254  0.685
O1 3.1709 -3.2482 -0.7118  -0.601
C5 1.0998 -2.2343 0.0739  -0.344
C6 0.9297 -0.8435 -0.4845  0.004
C7 1.5592 0.2627 0.0780  -0.316
C8 1.2479 1.5459 -0.3285  0.309
C9 0.3067 1.7308 -1.3732  0.272
C10 -0.2523 0.6287 -1.9821  -0.289
C11 0.0588 -0.6740 -1.5620  -0.071
H4 -0.9271 0.7568 -2.8114  0.224
O2 0.0420 3.0241 -1.6957  -0.475
C12 -0.8918 3.2836 -2.7131  -0.250
H5 -1.8783 2.8746 -2.4693  0.174
H6 -0.5609 2.8841 -3.6778  0.175
H7 -0.9589 4.3681 -2.7789  0.205
O3 1.7569 2.6739 0.2134  -0.471
C13 2.6248 2.5547 1.3183  -0.257
H8 3.5559 2.0489 1.0452  0.179
H9 2.8462 3.5753 1.6247  0.203
H10 2.1493 2.0209 2.1471  0.193
H11 2.2836 0.1147 0.8594  0.241
C14 1.6612 -2.3212 1.4945  -0.514
C15 1.1846 -1.2421 2.4567  0.700
O4 1.9052 -0.7872 3.3164  -0.608
N3 -0.1101 -0.8505 2.2617  -0.631
C16 -0.6911 0.3565 2.6713  0.232
C17 -1.7524 0.8523 1.9170  -0.275
C18 -2.3387 2.0578 2.2479  -0.183
C19 -1.8726 2.7837 3.3315  -0.236
C20 -0.8212 2.2898 4.0838  -0.190
C21 -0.2302 1.0800 3.7655  -0.275
H12 0.5906 0.6988 4.3495  0.254
H13 -0.4542 2.8496 4.9311  0.215
H14 -2.3274 3.7289 3.5861  0.214
H15 -3.1580 2.4349 1.6538  0.212
H16 -2.1064 0.2912 1.0623  0.206
H17 -0.6084 -1.2997 1.5069  0.395
H18 2.7521 -2.2711 1.4574  0.269
H19 1.4070 -3.2952 1.9209  0.247
H20 0.1338 -2.7550 0.0113  0.225
H21 1.9014 -3.8264 -2.7337  0.406
H22 -1.7676 -1.1161 -3.8154  0.216
H23 -2.4936 -1.1755 -2.2086  0.209


## ii
This record from the Open Molecules 2025 dataset describes a single C21H23N3O4 molecule. The level of theory is ωB97M-V/def2-TZVPD.

Its net charge is 0. Its HOMO-LUMO gap is 8.6027 eV. The calculation puts the LUMO energy at 0.7 eV. As for the spin multiplicity: 1. Its SMILES is Cc1c(NC(=O)COC(=O)[C@H]2C[C@@H]3C=C[C@H]2C3)c(=O)n(-c2ccccc2)n1C.

Each line ends with the natural charge from an NBO analysis.
Cartesian coordinates (Å):
C1 1.7940 3.1105 -1.5316  -0.678
C2 2.0084 1.8956 -0.7062  0.232
C3 1.1896 1.2430 0.1678  -0.041
N1 -0.1336 1.4195 0.5766  -0.605
C4 -0.8523 2.5551 0.6463  0.654
O1 -0.4638 3.6612 0.3279  -0.619
C5 -2.2754 2.3338 1.1826  -0.167
H1 -2.7560 3.3061 1.3012  0.220
H2 -2.2330 1.8017 2.1399  0.212
O2 -3.0886 1.6041 0.2656  -0.495
C6 -3.0691 0.2692 0.3407  0.821
O3 -2.3578 -0.3417 1.0996  -0.626
C7 -4.0742 -0.3329 -0.6044  -0.317
H3 -4.1844 0.3390 -1.4566  0.238
C8 -3.7358 -1.7818 -0.9954  -0.400
H4 -3.6044 -1.8985 -2.0698  0.215
H5 -2.8262 -2.1036 -0.4884  0.236
C9 -4.9493 -2.5828 -0.4671  -0.264
C10 -6.1280 -2.1356 -1.2929  -0.187
C11 -6.4180 -0.8921 -0.9336  -0.195
H6 -7.1545 -0.2290 -1.3485  0.216
C12 -5.4399 -0.4938 0.1408  -0.247
H7 -5.7135 0.3642 0.7500  0.225
C13 -5.2226 -1.8365 0.8428  -0.388
H8 -4.3747 -1.8378 1.5244  0.222
H9 -6.1157 -2.1895 1.3558  0.217
H10 -6.5801 -2.7262 -2.0683  0.216
H11 -4.7818 -3.6547 -0.4084  0.222
H12 -0.5176 0.5736 0.9995  0.453
C14 1.9037 0.0917 0.6966  0.604
O4 1.5175 -0.7661 1.4685  -0.637
N2 3.1547 0.1506 0.1013  -0.282
C15 4.0729 -0.9067 0.0542  0.212
C16 4.3607 -1.6035 1.2237  -0.230
C17 5.2543 -2.6575 1.1883  -0.195
C18 5.8749 -3.0134 0.0021  -0.221
C19 5.5806 -2.3237 -1.1621  -0.201
C20 4.6762 -1.2781 -1.1450  -0.270
H13 4.4219 -0.7625 -2.0592  0.222
H14 6.0484 -2.6070 -2.0934  0.215
H15 6.5792 -3.8313 -0.0179  0.214
H16 5.4720 -3.2002 2.0957  0.217
H17 3.8666 -1.3258 2.1397  0.243
N3 3.1963 1.2001 -0.8134  -0.213
C21 4.4594 1.8744 -1.0167  -0.424
H18 4.5908 2.7088 -0.3206  0.196
H19 4.5068 2.2469 -2.0393  0.215
H20 5.2686 1.1634 -0.8649  0.233
H21 2.6563 3.7720 -1.4822  0.220
H22 0.9202 3.6433 -1.1679  0.284
H23 1.6333 2.8333 -2.5734  0.227


Which one sits at the top of the stability order? i does.